# 1
{"formula": "C17H18BrN3O5Ru", "method": "ωB97M-V with the def2-TZVPD basis set", "species": ["Ru", "Br", "O", "O", "O", "O", "O", "N", "N", "N", "C", "C", "C", "C", "C", "C", "C", "C", "C", "C", "C", "C", "C", "C", "C", "C", "C", "H", "H", "H", "H", "H", "H", "H", "H", "H", "H", "H", "H", "H", "H", "H", "H", "H", "H"], "coordinates": [[-0.31606, -0.19611, 0.23874], [0.67204, -2.69924, 0.04164], [-2.62239, 3.12951, 0.10460], [2.15676, -0.34781, -0.00767], [-1.80392, 1.13577, 0.27033], [-3.96278, -5.09031, 0.07163], [4.02224, 0.86842, -0.33334], [-0.21373, -0.13613, 2.19201], [0.64792, 1.73980, -0.04571], [-1.73622, -1.67973, 0.21242], [-3.29646, -3.96640, 0.13072], [-1.11455, 0.96784, 5.29974], [-0.18402, -0.15451, 4.80977], [1.95080, 1.96915, -0.17981], [0.25074, 4.09691, -0.16661], [-1.20209, -2.90204, 0.10035], [-0.18877, 2.79325, -0.04089], [-1.89061, -4.06833, 0.05053], [-3.08141, -1.58398, 0.31827], [1.61688, 4.32692, -0.30813], [-0.19876, -0.14145, 3.33919], [-0.69041, -1.53518, 5.26418], [2.74880, 0.70825, -0.16664], [-3.88085, -2.69521, 0.27334], [1.26632, 0.08221, 5.26610], [2.48153, 3.24504, -0.31837], [-1.59803, 2.35915, 0.11525], [-1.12564, 0.93970, 6.38875], [1.63485, 1.05641, 4.94561], [4.51761, 0.02804, -0.32826], [-2.13707, 0.82652, 4.95027], [1.99491, 5.33600, -0.40974], [1.93385, -0.69948, 4.90476], [1.28011, 0.05966, 6.35525], [3.55002, 3.37500, -0.43031], [-1.40872, -5.03129, -0.04964], [-4.95442, -2.58078, 0.34444], [-4.92566, -4.98840, 0.11879], [-1.71367, -1.71643, 4.93604], [-2.45174, 4.07311, -0.05392], [-0.04337, -2.33677, 4.90896], [-3.49535, -0.59174, 0.42304], [-0.75460, 1.94988, 4.99332], [-0.67899, -1.55077, 6.35345], [-0.43633, 4.93394, -0.15662]], "lowdin_charge": [1.35, 1.05, 0.28, -0.07, -0.04, 0.19, 0.24, 0.10, 0.06, -0.16, -0.26, -0.01, -0.57, -0.12, 0.08, -0.66, -0.14, 0.04, -0.06, 0.06, -0.02, -0.01, -0.43, 0.06, -0.01, 0.10, -0.36, 0.11, 0.10, 0.19, 0.10, 0.15, 0.10, 0.11, 0.16, 0.15, 0.15, 0.16, 0.10, 0.17, 0.10, 0.13, 0.10, 0.11, 0.15], "lumo_energy_ev": [-11.3, -11.8], "homo_energy_ev": [-18.705, -18.670], "s_squared": 0.75, "homo_lumo_gap_ev": [7.40, 6.84], "multiplicity": 2, "total_charge": 3}



# 2
{"formula": "C17H18BrNO4S", "method": "ωB97M-V with the def2-TZVPD basis set", "species": ["Br", "S", "O", "O", "O", "O", "N", "C", "C", "C", "C", "C", "C", "C", "C", "C", "C", "C", "C", "C", "C", "C", "C", "C", "H", "H", "H", "H", "H", "H", "H", "H", "H", "H", "H", "H", "H", "H", "H", "H", "H", "H"], "coordinates": [[-3.11564, -1.95848, -1.00686], [3.05791, -2.39549, 0.73589], [0.75771, 3.19360, -2.03572], [1.92629, 0.43670, 1.34441], [3.03795, 1.30236, -0.40079], [-2.55104, 0.83680, 0.89737], [0.08083, 1.61856, -0.56213], [-2.01334, -2.47033, 1.89330], [-1.27744, 1.52287, -1.07093], [-0.31493, -1.90275, -1.45668], [3.78626, -0.75873, 0.36352], [2.79934, 0.36587, 0.51777], [2.06359, -1.82707, -2.21700], [2.30969, 2.52672, -0.32363], [-2.98043, 2.93594, 0.30144], [-2.27181, 1.81055, 0.00125], [-0.96026, -2.29876, 0.84980], [-3.74836, 2.62658, 1.45044], [1.03556, -1.97925, -1.14199], [-1.28352, -2.06196, -0.48242], [0.96678, 2.48756, -1.07507], [-3.44443, 1.33998, 1.76494], [1.36934, -2.20757, 0.19176], [0.38918, -2.36589, 1.15968], [4.22467, -0.74068, -0.63329], [-2.96054, 3.86286, -0.23335], [-3.78646, 0.69674, 2.55148], [-2.65742, -1.59260, 1.91805], [2.94574, 3.27854, -0.79311], [-1.56605, -2.61068, 2.87318], [-2.63869, -3.33335, 1.66347], [0.30176, 1.10677, 0.28327], [2.12589, 2.77777, 0.72715], [1.65263, -2.12389, -3.17880], [-0.60888, -1.73569, -2.48292], [-4.42914, 3.27300, 1.96441], [2.38266, -0.78667, -2.29702], [-1.44283, 0.51926, -1.47217], [2.93434, -2.44322, -2.00008], [4.57653, -0.63775, 1.10663], [-1.36754, 2.25678, -1.87418], [0.69409, -2.54498, 2.17893]], "lowdin_charge": [0.80, 0.97, 0.07, 0.10, 0.02, 0.01, 0.11, -0.07, -0.08, -0.10, -0.34, -0.55, -0.04, -0.05, -0.01, -0.26, -0.30, -0.06, -0.28, -0.60, -0.46, -0.12, -0.49, -0.06, 0.08, 0.11, 0.12, 0.05, 0.14, 0.08, 0.08, 0.12, 0.14, 0.08, 0.11, 0.10, 0.08, 0.09, 0.07, 0.09, 0.13, 0.11], "lumo_energy_ev": 0.5, "homo_energy_ev": -8.699, "homo_lumo_gap_ev": 9.24, "smiles": "Cc1cc(SCC(=O)OCC(=O)NCc2ccco2)c(C)cc1Br"}



# 3
{"formula": "C17H18ClNO", "method": "ωB97M-V with the def2-TZVPD basis set", "species": ["Cl", "O", "N", "C", "C", "C", "C", "C", "C", "C", "C", "C", "C", "C", "C", "C", "C", "C", "C", "C", "H", "H", "H", "H", "H", "H", "H", "H", "H", "H", "H", "H", "H", "H", "H", "H", "H", "H"], "coordinates": [[-3.53955, -5.52299, -2.33222], [-2.01660, 0.21586, 2.24726], [-0.36471, -0.90310, 1.20707], [-0.78450, -4.15948, 0.19813], [-1.40697, -3.06095, 0.77418], [-0.35776, 1.22408, -0.81222], [-0.69502, 1.44359, 0.66844], [1.82077, 3.46715, -1.50851], [2.63429, 2.38453, 0.46167], [1.89237, 2.33135, -0.71116], [3.20631, 4.67357, 0.03275], [2.47310, 4.62956, -1.14135], [1.14702, 1.08495, -1.09843], [-3.35676, -3.47783, -0.58023], [-0.69746, -2.19221, 1.78057], [-1.10873, 0.20302, 1.44198], [-2.69645, -2.72722, 0.37377], [3.28716, 3.54759, 0.83259], [-1.43574, -4.92269, -0.75540], [-2.71987, -4.57486, -1.14006], [1.57115, 0.23361, -0.56122], [-3.18202, -1.87201, 0.81959], [3.71511, 5.58137, 0.32089], [-0.72135, 2.08309, -1.37909], [1.25238, 3.43649, -2.42742], [1.27548, 0.90073, -2.16813], [0.16058, 1.89012, 1.18135], [-1.35240, -1.98607, 2.63162], [-4.35821, -3.21985, -0.88669], [0.21822, -2.67536, 2.13294], [3.85960, 3.57322, 1.74829], [0.30421, -0.89950, 0.45524], [-0.88471, 0.34305, -1.18823], [-0.95210, -5.77926, -1.19804], [0.21736, -4.42998, 0.49924], [2.70962, 1.50664, 1.08930], [2.41056, 5.50386, -1.77261], [-1.52438, 2.14592, 0.76414]], "lowdin_charge": [0.67, 0.06, 0.08, -0.04, -0.21, -0.18, -0.09, -0.04, -0.06, -0.25, -0.09, -0.08, -0.16, -0.10, -0.13, -0.50, -0.02, -0.08, -0.11, -0.68, 0.10, 0.12, 0.10, 0.11, 0.11, 0.12, 0.11, 0.13, 0.11, 0.12, 0.10, 0.12, 0.11, 0.10, 0.11, 0.11, 0.10, 0.12], "lumo_energy_ev": 0.6, "homo_energy_ev": -9.045, "homo_lumo_gap_ev": 9.66, "smiles": "O=C(CCCc1ccccc1)NCc1ccc(Cl)cc1"}



# 4
{"formula": "C17H18ClNO3S", "method": "ωB97M-V with the def2-TZVPD basis set", "species": ["Cl", "S", "O", "O", "O", "N", "C", "C", "C", "C", "C", "C", "C", "C", "C", "C", "C", "C", "C", "C", "C", "C", "C", "H", "H", "H", "H", "H", "H", "H", "H", "H", "H", "H", "H", "H", "H", "H", "H", "H", "H"], "coordinates": [[7.33286, 2.56011, 0.14389], [-6.07652, 1.41868, -0.23055], [3.58640, -1.90813, -0.48492], [0.58971, 0.93844, 0.20425], [-2.33495, -2.00022, 0.11487], [0.15830, -1.20121, 0.73840], [3.92854, 0.50680, -0.22223], [1.55783, -1.53258, 0.84015], [4.84333, 1.53716, -0.07974], [-4.35832, 1.07426, -0.05367], [-0.22457, 0.04349, 0.37069], [6.19820, 1.26461, -0.03672], [-2.69667, -0.68186, 0.10537], [6.65774, -0.03988, -0.13441], [5.74861, -1.06637, -0.27756], [2.18942, -1.75004, -0.54860], [-3.32373, -2.98712, -0.08042], [-4.01369, -0.27525, -0.03549], [-3.37055, 2.04081, 0.06051], [-1.68639, 0.29307, 0.22949], [4.37737, -0.80692, -0.32429], [-2.06020, 1.63340, 0.19416], [-6.16357, 3.23077, -0.22786], [-5.60297, 3.62970, -1.06797], [-2.79150, -3.93732, -0.07035], [2.06949, -0.70083, 1.33294], [7.71565, -0.24698, -0.09954], [-0.52245, -1.94277, 0.73559], [-4.81105, -0.99387, -0.13351], [-7.21610, 3.47277, -0.33844], [-3.60212, 3.09238, 0.04511], [6.07992, -2.08942, -0.35850], [2.87939, 0.75821, -0.24218], [-4.06323, -2.97852, 0.72539], [4.49230, 2.55384, 0.00043], [-5.79312, 3.61824, 0.71653], [1.81615, -2.68035, -0.98729], [1.91457, -0.91666, -1.20493], [-3.82678, -2.86473, -1.04340], [-1.26999, 2.36470, 0.27570], [1.67267, -2.43040, 1.44910]], "lowdin_charge": [0.65, 0.90, -0.04, 0.05, -0.11, 0.09, -0.01, -0.14, -0.10, -0.54, -0.43, -0.69, -0.20, -0.11, 0.00, -0.17, -0.07, -0.06, -0.08, -0.05, -0.26, 0.00, -0.39, 0.04, 0.10, 0.12, 0.10, 0.12, 0.09, 0.03, 0.09, 0.12, 0.09, 0.10, 0.11, 0.04, 0.13, 0.12, 0.10, 0.12, 0.13], "lumo_energy_ev": 0.5, "homo_energy_ev": -8.148, "homo_lumo_gap_ev": 8.63, "smiles": "COc1cc(SC)ccc1C(=O)NCCOc1ccc(Cl)cc1"}



# 5
{"formula": "C17H18F6LiN2O5S2Si", "method": "ωB97M-V with the def2-TZVPD basis set", "species": ["S", "S", "Si", "F", "F", "F", "F", "F", "F", "O", "O", "O", "O", "O", "N", "N", "C", "C", "C", "C", "C", "C", "C", "C", "C", "C", "C", "C", "C", "C", "C", "C", "C", "Li", "H", "H", "H", "H", "H", "H", "H", "H", "H", "H", "H", "H", "H", "H", "H", "H", "H", "H"], "coordinates": [[-0.55578, -1.40439, 3.24465], [0.48765, 1.19302, 3.07208], [2.80020, -1.01632, -1.15569], [0.30487, -2.59975, 5.42346], [1.59529, -2.85066, 3.70341], [-0.28479, -3.91695, 3.81206], [-0.78316, 2.29210, 5.09487], [-0.89149, 3.40029, 3.23825], [-2.07513, 1.60462, 3.50182], [-1.88041, -1.41973, 3.78929], [-1.42120, -0.05784, -0.86843], [-0.40674, -1.72880, 1.83777], [1.66292, 1.85422, 3.53786], [0.20878, 1.21152, 1.64697], [1.14721, -0.64828, -1.24248], [0.33620, -0.20897, 3.74730], [-2.32604, 0.90569, -0.48708], [-0.90532, 2.17647, 3.77160], [-2.33562, 2.18618, -1.02155], [-3.24337, 3.11392, -0.53428], [3.21723, -1.15495, 0.66992], [-3.20379, 0.55767, 0.52957], [0.32925, -2.76832, 4.10289], [0.39366, -0.44801, -2.34774], [-4.10281, 1.49518, 1.01002], [0.82375, -0.54277, -3.69395], [-1.37838, -0.05643, -4.56141], [3.27949, -2.65316, -1.96749], [-0.97780, -0.11686, -2.19914], [-4.13294, 2.77703, 0.47747], [-1.84508, 0.04871, -3.25400], [-0.03508, -0.34891, -4.76303], [3.93100, 0.30202, -1.89458], [0.12384, -0.38336, 0.37605], [0.34902, -0.43181, -5.77380], [3.02653, -0.20742, 1.18264], [-3.15493, -0.44167, 0.94442], [-2.88695, 0.27356, -3.05705], [-4.77628, 1.22230, 1.81247], [3.74599, 1.26421, -1.41017], [3.76321, 0.43214, -2.96592], [-1.63616, 2.44759, -1.80391], [4.26686, -1.41331, 0.83201], [4.98384, 0.04460, -1.74669], [-2.05363, 0.08508, -5.39477], [4.34180, -2.86871, -1.82007], [-4.83461, 3.51009, 0.85361], [2.60579, -1.92620, 1.14683], [3.08370, -2.64830, -3.04237], [-3.24723, 4.11558, -0.94600], [1.86424, -0.78086, -3.87895], [2.70239, -3.47105, -1.52870]], "lowdin_charge": [0.60, 0.59, 0.35, 0.14, 0.14, 0.14, 0.14, 0.14, 0.14, -0.27, -0.06, -0.34, -0.26, -0.34, -0.13, -0.29, -0.27, -0.68, -0.01, -0.08, -0.17, 0.00, -0.69, -0.33, -0.09, -0.05, -0.13, -0.18, -0.21, -0.10, -0.05, -0.13, -0.18, 0.59, 0.09, 0.02, 0.12, 0.12, 0.10, 0.02, 0.01, 0.13, 0.03, 0.02, 0.08, 0.02, 0.09, 0.02, 0.01, 0.10, 0.08, 0.02], "lumo_energy_ev": 2.8, "homo_energy_ev": -4.146, "homo_lumo_gap_ev": 6.95, "total_charge": -1}



# 6
{"formula": "C17H18N2O2", "method": "ωB97M-V with the def2-TZVPD basis set", "species": ["O", "O", "N", "N", "C", "C", "C", "C", "C", "C", "C", "C", "C", "C", "C", "C", "C", "C", "C", "C", "C", "H", "H", "H", "H", "H", "H", "H", "H", "H", "H", "H", "H", "H", "H", "H", "H", "H", "H"], "coordinates": [[-3.72440, -3.65834, -0.21110], [-0.05930, -2.13285, -1.57867], [-0.15067, -0.68474, 0.10142], [-0.64012, -0.16905, 1.23429], [1.27745, 2.01331, 0.17153], [-2.83123, -1.94198, 0.88937], [-3.88153, -2.79901, 0.83195], [-1.96351, -2.29368, -0.19130], [-2.17164, -4.14538, -2.01545], [3.96117, 4.62996, -0.21087], [-0.08116, 0.81436, 1.81935], [-5.09584, -2.93960, 1.67756], [2.91037, 3.90899, 0.32644], [1.09908, 1.59604, 1.43432], [3.98866, 3.18166, -2.11764], [-0.68567, -1.73287, -0.60997], [2.04573, 1.87620, 2.56611], [2.38900, 2.80766, -0.34950], [-2.57303, -3.35547, -0.82778], [4.51126, 4.26324, -1.42720], [2.93038, 2.46786, -1.59014], [-2.38398, -3.58726, -2.92725], [0.53238, 1.75690, -0.57335], [-5.11237, -3.91552, 2.16174], [4.35092, 5.48496, 0.32254], [-1.10031, -4.32749, -1.99057], [-2.66937, -1.15792, 1.59684], [3.04056, 2.10728, 2.19434], [2.52420, 1.62642, -2.13398], [2.46730, 4.22420, 1.25852], [-0.53502, 1.07245, 2.76918], [-5.10121, -2.16493, 2.43787], [-5.99518, -2.85227, 1.06930], [2.10547, 1.00905, 3.22269], [0.74891, -0.35771, -0.25884], [5.33620, 4.82398, -1.84104], [1.68959, 2.71745, 3.16125], [4.40481, 2.89746, -3.07308], [-2.72027, -5.08352, -2.03777]], "lowdin_charge": [0.10, 0.06, 0.06, 0.05, -0.03, 0.02, -0.31, -0.08, 0.01, -0.08, -0.12, -0.01, -0.05, -0.26, -0.08, -0.40, -0.05, -0.22, -0.24, -0.09, -0.04, 0.09, 0.12, 0.08, 0.10, 0.08, 0.09, 0.08, 0.11, 0.11, 0.12, 0.08, 0.08, 0.08, 0.14, 0.10, 0.09, 0.10, 0.09], "lumo_energy_ev": 0.4, "homo_energy_ev": -8.163, "homo_lumo_gap_ev": 8.56, "smiles": "CC(/C=N\\NC(=O)c1cc(C)oc1C)=C\\c1ccccc1"}



E for the records above, in order: -105226.6600; -108479.4867; -33982.1388; -48911.6670; -77202.6075; -24995.0848 eV